1.
A molecular structure, C42H48ClN3P2SV in a non-equilibrium geometry, computed with ωB97M-V with the def2-TZVPD basis set.

CARTESIAN COORDINATES (ANGSTROEM)
V1 -0.003 0.163 -0.151
C1 -2.955 -0.172 2.580
C2 -3.522 -0.739 1.270
C3 -5.041 -0.501 1.315
P1 -2.549 -0.130 -0.184
C4 -3.121 -0.969 -1.718
C5 -2.523 -0.226 -2.920
C6 -4.618 -1.173 -1.924
C7 -2.917 1.648 -0.325
C8 -4.167 2.249 -0.147
C9 -4.299 3.623 -0.055
C10 -3.156 4.413 -0.112
C11 -1.917 3.840 -0.345
C12 -1.798 2.463 -0.513
N1 -0.540 1.863 -0.875
C13 0.283 2.630 -1.784
C14 -0.286 3.518 -2.692
C15 0.517 4.320 -3.485
C16 1.903 4.259 -3.387
C17 2.468 3.324 -2.537
C18 1.675 2.479 -1.758
P2 2.250 1.048 -0.807
C19 3.295 0.029 -1.912
C20 4.443 0.711 -2.662
C21 2.385 -0.664 -2.928
C22 3.214 1.660 0.635
C23 4.639 2.150 0.386
C24 2.393 2.761 1.321
H1 -3.563 -0.525 3.415
H2 -3.016 0.921 2.571
H3 -1.925 -0.452 2.772
H4 -3.358 -1.822 1.240
H5 -5.254 0.505 1.673
H6 -5.471 -1.192 2.043
H7 -5.562 -0.649 0.375
H8 -2.646 -1.950 -1.654
H9 -3.028 0.731 -3.071
H10 -2.655 -0.824 -3.824
H11 -1.458 -0.007 -2.819
H12 -5.161 -0.224 -1.931
H13 -5.062 -1.826 -1.176
H14 -4.777 -1.643 -2.898
H15 -5.051 1.634 -0.079
H16 -5.275 4.071 0.076
H17 -3.231 5.487 0.006
H18 -1.038 4.468 -0.428
H19 -1.363 3.601 -2.764
H20 0.053 5.007 -4.182
H21 2.530 4.911 -3.980
H22 3.546 3.242 -2.487
H23 3.709 -0.727 -1.235
H24 4.056 1.324 -3.476
H25 5.062 -0.067 -3.113
H26 5.090 1.329 -2.043
H27 1.816 0.074 -3.504
H28 1.695 -1.356 -2.459
H29 2.990 -1.228 -3.642
H30 3.266 0.791 1.299
H31 4.661 2.969 -0.337
H32 5.300 1.358 0.035
H33 5.054 2.534 1.321
H34 2.487 3.698 0.767
H35 2.764 2.931 2.334
H36 1.324 2.539 1.380
S1 2.105 -4.554 1.099
C25 0.900 -4.237 -0.179
C26 0.560 -5.405 -0.879
C27 -0.152 -5.389 -2.063
C28 -0.555 -4.162 -2.568
C29 -0.270 -3.004 -1.869
C30 0.443 -2.987 -0.667
N2 0.633 -1.718 -0.088
C31 0.714 -1.605 1.362
C32 1.849 -0.708 3.147
C33 1.511 -1.815 4.189
C34 2.316 -0.572 4.522
C35 1.436 0.593 4.959
C36 0.618 1.075 4.001
C37 0.810 0.206 2.824
H37 0.900 -6.348 -0.470
H38 -0.380 -6.313 -2.578
H39 -1.105 -4.105 -3.499
H40 -0.599 -2.053 -2.269
H41 0.533 -1.953 4.630
H42 3.349 -0.617 4.847
H43 1.470 0.988 5.967
H44 -0.094 1.878 4.117
Cl1 -1.261 -4.803 2.935
C38 -0.053 -3.650 2.509
C39 1.373 -4.032 2.712
C40 2.163 -2.813 3.162
C41 2.110 -1.711 2.081
N3 0.266 -0.103 1.695
C42 -0.359 -2.496 1.956
H45 1.465 -4.872 3.397
H46 3.186 -3.091 3.414
H47 2.937 -1.597 1.383
H48 -1.379 -2.235 1.728

Summary:
E_HOMO (spin up / spin down), eV: -9.639 / -9.876
2S+1: 3
Electronic energy, hartree: -4278.34457
Strongest force on any atom, eV Å⁻¹: 1.60
Orbital gap (spin up / spin down), eV: 6.43 / 6.47
Charge: +1



2.
8 unconnected molecules or ions with the total composition C48H120N8O16 in a non-equilibrium geometry, computed with ωB97M-V with the def2-TZVPD basis set.

CARTESIAN COORDINATES (ANGSTROEM)
C1 -8.134 1.864 -1.205
O1 -6.706 1.712 -1.351
C2 -6.304 0.728 -0.383
C3 -4.866 0.340 -0.574
N1 -4.022 1.531 -0.349
C4 -2.633 1.108 -0.554
C5 -1.735 2.415 -0.491
O2 -1.672 3.230 -1.676
C6 -0.946 4.472 -1.576
H1 -8.711 0.950 -1.348
H2 -8.631 2.524 -1.917
H3 -8.349 2.316 -0.237
H4 -6.948 -0.150 -0.333
H5 -6.465 1.147 0.611
H6 -4.663 0.024 -1.597
H7 -4.694 -0.530 0.060
H8 -4.271 2.275 -0.985
H9 -2.491 0.690 -1.550
H10 -2.329 0.355 0.173
H11 -0.706 2.163 -0.233
H12 -2.136 2.968 0.359
H13 0.101 4.307 -1.319
H14 -1.310 5.094 -0.759
H15 -0.972 4.915 -2.571
C7 -2.471 8.841 8.357
O3 -2.152 9.608 7.216
C8 -1.395 8.868 6.249
C9 0.154 8.837 6.440
N2 0.982 8.019 5.457
C10 0.933 8.519 4.075
C11 1.272 7.405 3.116
O4 0.327 6.329 3.205
C12 0.654 5.293 2.273
H16 -2.953 7.901 8.087
H17 -3.229 9.405 8.901
H18 -1.640 8.660 9.038
H19 -1.627 9.395 5.324
H20 -1.735 7.838 6.144
H21 0.396 8.379 7.399
H22 0.526 9.861 6.437
H23 0.590 7.089 5.419
H24 1.540 9.419 3.978
H25 -0.111 8.768 3.885
H26 2.313 7.114 3.254
H27 1.100 7.881 2.150
H28 0.790 5.635 1.247
H29 -0.152 4.568 2.390
H30 1.617 4.812 2.442
C13 4.863 -7.696 -8.475
O5 3.838 -7.369 -7.533
C14 2.772 -8.319 -7.462
C15 2.052 -7.995 -6.146
N3 1.461 -6.687 -6.281
C16 0.954 -6.232 -5.009
C17 2.077 -5.567 -4.182
O6 2.599 -4.470 -4.858
C18 1.839 -3.233 -4.928
H31 4.571 -7.346 -9.465
H32 5.102 -8.758 -8.534
H33 5.827 -7.237 -8.254
H34 3.086 -9.362 -7.416
H35 2.208 -8.355 -8.394
H36 2.775 -8.081 -5.335
H37 1.285 -8.751 -5.984
H38 2.228 -6.159 -6.672
H39 0.357 -6.992 -4.505
H40 0.199 -5.484 -5.249
H41 2.884 -6.279 -4.011
H42 1.574 -5.313 -3.249
H43 1.433 -2.969 -3.952
H44 0.983 -3.272 -5.602
H45 2.451 -2.377 -5.213
C19 4.121 4.250 -7.030
O7 4.273 2.945 -6.562
C20 5.576 2.547 -6.231
C21 5.534 1.143 -5.567
N4 4.518 1.132 -4.480
C22 4.093 -0.235 -4.128
C23 3.017 -0.108 -3.054
O8 1.765 0.216 -3.607
C24 0.932 0.846 -2.610
H46 3.146 4.502 -7.447
H47 4.865 4.459 -7.798
H48 4.245 4.985 -6.235
H49 6.027 3.226 -5.508
H50 6.308 2.631 -7.034
H51 6.535 0.843 -5.255
H52 5.234 0.478 -6.376
H53 3.744 1.624 -4.903
H54 4.954 -0.759 -3.712
H55 3.688 -0.825 -4.950
H56 3.372 0.645 -2.350
H57 2.949 -1.058 -2.526
H58 0.754 0.176 -1.769
H59 -0.037 1.125 -3.023
H60 1.312 1.799 -2.240
C25 7.710 -0.267 0.125
O9 6.776 -1.371 -0.010
C26 5.394 -0.947 0.064
C27 4.347 -2.085 0.243
N5 4.725 -2.779 1.491
C28 4.105 -4.062 1.833
C29 2.550 -3.942 1.876
O10 2.058 -5.161 2.483
C30 0.650 -5.321 2.485
H61 7.760 0.411 -0.727
H62 8.689 -0.745 0.109
H63 7.701 0.280 1.068
H64 5.021 -0.395 -0.798
H65 5.298 -0.201 0.852
H66 4.509 -2.725 -0.624
H67 3.326 -1.705 0.282
H68 5.717 -2.949 1.409
H69 4.551 -4.363 2.781
H70 4.401 -4.816 1.104
H71 2.083 -3.802 0.901
H72 2.333 -3.096 2.529
H73 0.382 -6.091 3.209
H74 0.226 -5.601 1.521
H75 0.120 -4.422 2.801
C31 -0.927 -2.084 -2.517
O11 -0.413 -1.757 -1.291
C32 -1.177 -2.237 -0.239
C33 -0.431 -1.938 0.998
N6 -0.208 -0.493 1.215
C34 0.843 -0.162 2.217
C35 1.339 1.261 2.078
O12 2.154 1.414 0.876
C36 2.439 2.771 0.616
H76 -0.389 -1.579 -3.321
H77 -1.937 -1.677 -2.552
H78 -0.839 -3.148 -2.733
H79 -1.383 -3.293 -0.413
H80 -2.164 -1.775 -0.219
H81 0.571 -2.369 0.997
H82 -0.990 -2.397 1.813
H83 0.160 -0.156 0.337
H84 1.715 -0.816 2.222
H85 0.362 -0.227 3.193
H86 2.029 1.540 2.874
H87 0.500 1.957 2.063
H88 1.529 3.328 0.392
H89 3.147 2.846 -0.210
H90 2.902 3.253 1.477
C37 -2.760 5.833 3.184
O13 -3.352 4.571 3.364
C38 -4.388 4.157 2.452
C39 -4.964 2.753 2.792
N7 -4.135 1.569 2.613
C40 -2.767 1.575 3.167
C41 -2.693 1.591 4.682
O14 -1.387 1.363 5.177
C42 -0.514 2.448 5.035
H91 -2.359 5.992 2.183
H92 -2.062 5.936 4.015
H93 -3.549 6.556 3.390
H94 -4.002 4.268 1.439
H95 -5.190 4.891 2.530
H96 -5.987 2.712 2.418
H97 -5.084 2.741 3.876
H98 -4.040 1.297 1.645
H99 -2.246 2.456 2.793
H100 -2.154 0.788 2.728
H101 -3.363 0.808 5.036
H102 -3.095 2.501 5.127
H103 0.493 2.206 5.374
H104 -0.770 3.301 5.663
H105 -0.462 2.770 3.994
C43 -3.027 -1.811 3.732
O15 -3.048 -3.176 3.259
C44 -4.154 -3.972 3.614
C45 -4.153 -5.415 3.185
N8 -3.976 -5.474 1.758
C46 -3.724 -6.819 1.258
C47 -3.570 -6.899 -0.253
O16 -2.759 -5.768 -0.602
C48 -2.822 -5.427 -2.000
H106 -2.161 -1.247 3.387
H107 -2.948 -1.647 4.807
H108 -3.860 -1.223 3.346
H109 -5.043 -3.477 3.224
H110 -4.492 -4.016 4.649
H111 -5.022 -5.965 3.546
H112 -3.273 -5.872 3.637
H113 -3.187 -4.925 1.448
H114 -4.634 -7.362 1.511
H115 -2.886 -7.245 1.809
H116 -4.538 -6.755 -0.732
H117 -3.122 -7.837 -0.581
H118 -3.830 -5.264 -2.383
H119 -2.379 -6.274 -2.523
H120 -2.305 -4.495 -2.230

Summary:
E_HOMO (spin up / spin down), eV: -9.523 / -9.523
2S+1: 2
Electronic energy, hartree: -3541.95863
Strongest force on any atom, eV Å⁻¹: 3.13
Orbital gap (spin up / spin down), eV: 7.62 / 2.57
Charge: +1



3.
2 unconnected molecules or ions with the total composition C2H4O3S2 in a non-equilibrium geometry, computed with ωB97M-V with the def2-TZVPD basis set.

CARTESIAN COORDINATES (ANGSTROEM)
O1 0.539 -0.071 -1.243
C1 1.770 0.160 -1.202
O2 2.168 1.335 -0.790
S1 3.221 -0.774 -1.829
H1 3.083 1.595 -0.886
H2 2.554 -1.950 -1.923
O3 -3.986 0.665 1.280
C2 -2.787 0.421 1.208
S2 -1.839 -0.756 2.073
H3 -1.976 1.120 0.700
H4 -2.746 -1.746 2.611

Summary:
E_HOMO, eV: -10.009
Structure (SMILES): O=C(O)S.O=CS
Electronic energy, hartree: -1100.66845
Strongest force on any atom, eV Å⁻¹: 4.69
Orbital gap, eV: 10.21



4.
A molecular structure, C12H28BNOP2Ru in a non-equilibrium geometry, computed with ωB97M-V with the def2-TZVPD basis set.

CARTESIAN COORDINATES (ANGSTROEM)
Ru1 0.864 -0.591 -0.543
H1 0.497 3.437 1.490
H2 2.322 -1.067 -1.117
P1 -0.539 0.640 -1.882
C1 -1.730 1.765 -1.149
H3 -2.406 2.093 -1.950
H4 -2.319 1.303 -0.347
H5 -1.203 2.628 -0.727
C2 0.391 1.708 -3.053
H6 1.248 1.183 -3.458
H7 -0.326 1.944 -3.821
H8 0.720 2.604 -2.538
C3 -1.468 -0.574 -2.845
H9 -2.199 -1.076 -2.188
H10 -1.990 -0.048 -3.649
H11 -0.818 -1.351 -3.279
C4 0.401 -2.126 -1.170
O1 0.056 -3.101 -1.649
H12 3.896 -0.849 -0.536
H13 3.521 -0.168 -2.042
H14 2.951 2.025 -1.023
H15 3.270 0.925 0.914
B1 3.307 1.153 -0.297
N1 3.330 -0.238 -1.046
H16 0.458 3.005 2.093
H17 -0.711 -0.474 0.007
C5 1.830 -2.601 1.924
P2 0.874 -1.029 1.664
C6 -0.797 -1.381 2.324
C7 1.584 0.007 2.945
C8 2.782 -0.312 3.620
C9 3.268 0.530 4.626
C10 2.595 1.671 4.982
C11 1.399 2.008 4.335
C12 0.898 1.151 3.351
H18 1.457 -3.345 1.238
H19 1.665 -2.889 2.950
H20 2.881 -2.417 1.749
H21 -0.690 -1.702 3.364
H22 -1.395 -0.464 2.278
H23 -1.277 -2.162 1.722
H24 3.334 -1.209 3.374
H25 4.203 0.249 5.158
H26 2.965 2.321 5.784
H27 0.827 2.891 4.612
H28 -0.050 1.425 2.844

Summary:
E_HOMO (spin up / spin down), eV: -10.770 / -15.253
2S+1: 7
Electronic energy, hartree: -1405.47957
Strongest force on any atom, eV Å⁻¹: 8.03
Orbital gap (spin up / spin down), eV: 3.92 / 4.72
Charge: +2



5.
7 unconnected molecules or ions with the total composition C43H47FN10O15P in a non-equilibrium geometry, computed with ωB97M-V with the def2-TZVPD basis set.

CARTESIAN COORDINATES (ANGSTROEM)
C1 -1.148 -1.608 -1.235
C2 0.256 -2.172 -0.705
O1 1.397 -1.352 -1.027
C3 1.457 -0.182 -0.176
C4 1.885 -0.499 1.332
N1 1.223 0.335 2.379
C5 1.664 1.756 2.378
C6 3.180 1.965 2.865
O2 3.630 1.589 3.956
C7 -0.216 0.185 2.405
N2 -1.022 1.145 1.661
F1 -2.294 0.703 1.445
N3 -0.708 -0.819 3.131
P1 0.279 -1.976 4.094
N4 0.553 -3.483 3.231
O3 -0.722 -2.406 5.433
H1 -1.198 -0.475 -1.334
H2 -1.929 -1.889 -0.438
H3 -1.507 -2.121 -2.190
H4 0.146 -2.358 0.413
H5 0.388 -3.208 -1.182
H6 0.470 0.368 -0.297
H7 2.268 0.498 -0.623
H8 1.717 -1.596 1.619
H9 3.022 -0.347 1.392
H10 1.019 2.301 3.165
H11 1.431 2.294 1.389
H12 3.882 2.538 2.174
H13 -1.015 2.062 2.155
H14 -1.741 -0.947 3.146
H15 0.439 -3.379 2.212
H16 -0.132 -4.204 3.535
H17 -1.669 -2.262 5.193
C8 -4.051 2.407 -0.034
C9 -3.542 2.132 -1.299
C10 -4.002 2.840 -2.403
C11 -4.970 3.824 -2.228
C12 -5.491 4.100 -0.965
C13 -5.027 3.386 0.134
N5 -5.437 4.587 -3.388
O4 -4.973 4.301 -4.479
O5 -6.260 5.471 -3.198
H18 -3.686 1.857 0.826
H19 -2.783 1.368 -1.424
H20 -3.597 2.617 -3.384
H21 -6.249 4.862 -0.822
H22 -5.423 3.594 1.122
C14 5.331 -2.807 6.482
C15 3.959 -2.645 6.644
C16 3.120 -3.753 6.620
C17 3.666 -5.020 6.436
C18 5.038 -5.188 6.265
C19 5.870 -4.075 6.288
N6 2.787 -6.191 6.434
O6 1.586 -6.002 6.567
O7 3.302 -7.289 6.303
H23 5.984 -1.940 6.507
H24 3.544 -1.654 6.793
H25 2.052 -3.613 6.748
H26 5.471 -6.172 6.116
H27 6.935 -4.194 6.160
C20 -0.356 6.914 -7.839
C21 -0.372 6.845 -6.449
C22 -0.767 5.673 -5.815
C23 -1.139 4.572 -6.584
C24 -1.133 4.637 -7.975
C25 -0.740 5.815 -8.601
N7 -1.531 3.328 -5.920
O8 -1.543 3.316 -4.697
O9 -1.821 2.374 -6.622
H28 -0.042 7.830 -8.330
H29 -0.074 7.706 -5.859
H30 -0.775 5.631 -4.732
H31 -1.426 3.787 -8.580
H32 -0.728 5.875 -9.683
C26 -6.111 -6.556 -1.214
C27 -5.433 -6.237 -0.042
C28 -4.223 -5.555 -0.101
C29 -3.703 -5.194 -1.342
C30 -4.373 -5.517 -2.520
C31 -5.581 -6.201 -2.451
N8 -2.443 -4.454 -1.409
O10 -1.870 -4.203 -0.354
O11 -2.035 -4.128 -2.512
H33 -7.058 -7.084 -1.164
H34 -5.850 -6.517 0.919
H35 -3.705 -5.312 0.819
H36 -3.972 -5.243 -3.489
H37 -6.112 -6.456 -3.361
C32 -4.263 7.124 -1.895
C33 -3.579 7.415 -0.717
C34 -2.367 8.094 -0.766
C35 -1.851 8.482 -2.000
C36 -2.526 8.188 -3.182
C37 -3.737 7.506 -3.125
N9 -0.587 9.219 -2.055
O12 -0.012 9.443 -1.001
O13 -0.181 9.571 -3.151
H38 -5.212 6.598 -1.854
H39 -3.994 7.113 0.239
H40 -1.844 8.315 0.158
H41 -2.128 8.483 -4.146
H42 -4.273 7.275 -4.039
C38 7.872 -6.517 0.190
C39 6.587 -5.989 0.256
C40 6.220 -5.182 1.327
C41 7.152 -4.907 2.325
C42 8.437 -5.439 2.269
C43 8.795 -6.247 1.196
N10 6.778 -4.037 3.442
O14 5.636 -3.604 3.468
O15 7.633 -3.791 4.282
H43 8.157 -7.143 -0.650
H44 5.871 -6.204 -0.530
H45 5.215 -4.776 1.367
H46 9.166 -5.233 3.045
H47 9.794 -6.664 1.141

Summary:
E_HOMO, eV: -11.157
Electronic energy, hartree: -3783.17344
Strongest force on any atom, eV Å⁻¹: 3.92
Orbital gap, eV: 6.61
Charge: +1